10 unconnected molecules or ions with the total composition C30H48O30S2 in a non-equilibrium geometry, computed with ωB97M-V/def2-TZVPD.

```
! RIJCOSX wB97M-V def2-TZVPD def2/J DEFGRID3
* xyz 0 1
C 28.36 25.29 17.13
C 28.82 25.35 15.73
O 27.71 25.63 14.80
S 27.76 25.07 13.31
C 26.24 25.33 12.52
O 28.80 25.90 12.65
O 28.03 23.60 13.46
H 28.98 24.94 18.04
H 27.75 24.44 17.42
H 27.88 26.20 17.31
H 29.40 26.08 15.47
H 29.33 24.48 15.60
H 26.29 25.30 11.35
H 25.96 26.24 12.93
H 25.44 24.69 12.74
C 25.98 21.80 15.19
C 26.29 20.35 14.86
O 25.20 19.81 14.07
S 25.56 18.24 13.64
C 24.31 17.76 12.54
O 26.83 18.30 12.89
O 25.58 17.43 14.82
H 25.84 22.41 14.30
H 26.84 22.32 15.80
H 25.09 21.82 15.81
H 27.24 20.33 14.14
H 26.61 19.84 15.78
H 24.52 16.88 12.19
H 24.32 18.28 11.53
H 23.20 17.65 12.74
O 19.76 24.04 12.31
C 20.66 23.33 12.14
O 21.61 22.84 13.07
C 22.57 22.12 12.45
C 21.95 21.88 11.05
O 20.99 22.85 10.99
H 23.49 22.64 12.42
H 22.78 21.21 13.05
H 21.57 20.79 10.96
H 22.62 22.10 10.15
O 25.12 23.24 10.78
C 26.22 22.49 10.86
O 27.34 22.98 10.55
C 28.30 21.94 10.47
C 27.50 20.65 11.10
O 26.19 21.28 11.37
H 28.64 21.78 9.54
H 29.18 22.14 10.98
H 27.84 20.34 12.04
H 27.57 19.93 10.27
O 31.82 22.11 13.74
C 32.24 23.30 13.64
O 31.42 24.33 13.94
C 32.10 25.52 13.75
C 33.49 25.10 13.41
O 33.33 23.67 13.20
H 31.96 25.91 12.82
H 32.00 26.31 14.56
H 34.32 25.24 14.34
H 34.24 25.46 12.66
O 29.99 23.34 20.33
C 31.00 23.01 19.55
O 32.00 22.19 20.01
C 32.95 22.06 19.06
C 32.57 23.20 17.99
O 31.19 23.36 18.32
H 33.97 22.17 19.26
H 32.92 21.24 18.39
H 32.94 22.97 16.94
H 33.14 24.05 18.36
O 27.05 25.58 9.12
C 26.12 25.34 8.41
O 26.19 24.77 7.36
C 24.86 24.54 6.73
C 23.98 25.00 7.79
O 24.88 25.48 8.84
H 24.55 24.88 5.73
H 24.83 23.41 6.72
H 23.18 24.35 8.21
H 23.42 25.93 7.30
O 21.34 29.60 12.23
C 22.13 28.86 11.75
O 22.11 27.54 11.97
C 23.11 26.90 11.23
C 24.06 28.03 10.78
O 23.19 29.21 11.11
H 23.64 26.41 12.17
H 22.87 26.25 10.46
H 24.23 27.99 9.83
H 24.98 28.00 11.27
O 24.84 29.16 14.40
C 24.62 28.20 15.20
O 24.50 28.37 16.52
C 24.36 27.09 17.07
C 24.27 26.10 15.89
O 24.38 27.00 14.71
H 25.14 26.99 17.94
H 23.54 27.31 17.55
H 23.39 25.30 15.93
H 25.30 25.70 15.90
O 26.43 30.47 9.81
C 27.18 30.21 10.79
O 27.96 31.09 11.34
C 28.70 30.54 12.38
C 28.40 29.03 12.30
O 27.35 29.00 11.27
H 29.63 30.54 12.25
H 28.28 31.02 13.44
H 28.16 28.69 13.26
H 29.16 28.35 11.91
*
```

Results
HOMO energy: -9.757 eV
SMILES string: CCOS(C)(=O)=O.CCOS(C)(=O)=O.O=C1OCCO1.O=C1OCCO1.O=C1OCCO1.O=C1OCCO1.O=C1OCCO1.O=C1OCCO1.O=C1OCCO1.O=C1OCCO1
ΔE to the lowest compared entry with this formula, charge and spin: 923.8 kJ/mol
Kohn-Sham gap: 9.61 eV
LUMO level: -0.147 eV

These are the Löwdin partial charges, in e, on atoms 1 to 2: -0.0460, -0.2259



C3H9N3O2 in the gas phase in a non-equilibrium geometry, computed with ωB97M-V/def2-TZVPD.

```
! RIJCOSX wB97M-V def2-TZVPD def2/J DEFGRID3
* xyz 0 1
N -1.91 -0.31 1.04
N -0.92 -0.96 0.25
C -0.64 -0.16 -1.24
C 0.57 0.61 -0.89
N 0.39 1.94 -0.38
C 1.01 -0.46 0.38
O 1.26 0.00 1.48
O 1.75 -1.48 -0.18
H -1.78 0.70 1.01
H -1.81 -0.61 2.00
H -0.67 -1.85 0.68
H -1.57 0.39 -1.40
H -0.45 -0.98 -1.92
H 1.34 0.54 -1.65
H -0.31 2.01 0.35
H 1.23 2.26 0.11
H 2.53 -1.62 0.37
*
```

Results
HOMO energy: -7.812 eV
SMILES string: NNC[C@@H](N)C(=O)O
ΔE to the lowest compared entry with this formula, charge and spin: 493.8 kJ/mol
Kohn-Sham gap: 8.62 eV
LUMO level: 0.807 eV

These are the Löwdin partial charges, in e, on atoms 1 to 2: 0.0105, -0.1056



A molecular structure, C20H41AsO3S2SiTa in a non-equilibrium geometry, computed with ωB97M-V/def2-TZVPD.

```
! RIJCOSX wB97M-V def2-TZVPD def2/J DEFGRID3
* xyz 3 1
Ta -2.48 0.66 2.52
C -0.94 1.29 4.27
C -0.89 -0.08 4.26
C -2.04 -0.65 4.86
C -2.93 0.47 5.04
C -2.29 1.65 4.73
H -0.22 2.03 4.07
H -0.09 -0.68 3.78
H -2.16 -1.66 5.16
H -3.82 0.47 5.63
H -2.52 2.67 5.01
C 3.95 -4.58 -0.75
C 5.38 -4.59 -0.81
C 6.05 -3.34 -1.23
C 6.07 -5.84 -0.66
O -1.14 0.28 1.10
Si -0.62 1.35 0.04
S -3.14 2.53 1.52
O -1.13 1.21 -1.45
C -1.00 1.97 -2.90
C -2.08 3.00 -2.79
C 0.43 2.51 -3.03
C -1.30 0.84 -3.87
O 0.36 2.47 0.50
C 1.70 3.08 0.59
C 1.45 4.48 0.11
C 2.06 2.97 2.06
C 2.74 2.39 -0.31
H 3.84 -4.14 0.26
H 3.49 -5.55 -0.72
H 3.30 -3.93 -1.35
H 7.04 -3.63 -1.67
H 6.22 -2.67 -0.43
H 5.41 -2.92 -1.99
H 6.22 -5.92 -1.74
H 5.42 -6.68 -0.40
H 7.07 -5.89 -0.27
H -2.02 3.79 -2.04
H -3.03 2.53 -2.50
H -2.26 3.52 -3.75
H 0.68 3.39 -2.39
H 0.59 2.77 -4.06
H 1.16 1.70 -2.92
H -2.41 0.58 -3.89
H -0.65 -0.02 -3.58
H -1.02 1.02 -4.88
H 2.33 5.08 0.28
H 0.59 4.95 0.66
H 1.16 4.52 -0.98
H 1.32 3.51 2.62
H 3.00 3.42 2.29
H 2.15 1.94 2.38
H 2.53 2.59 -1.38
H 2.86 1.35 -0.07
H 3.70 2.88 -0.09
C -3.91 -0.14 -0.91
As -4.13 -1.79 0.03
C -6.04 -2.40 -0.19
C -2.51 -2.96 -0.45
S -4.00 -1.36 2.30
H -3.98 -0.32 -2.00
H -2.96 0.26 -0.76
H -4.65 0.63 -0.66
H -6.62 -1.76 -0.85
H -6.43 -2.38 0.80
H -6.03 -3.42 -0.58
H -2.73 -3.29 -1.47
H -2.52 -3.75 0.25
H -1.59 -2.37 -0.37
*
```

Results
HOMO energy: -16.199 eV
ΔE to the lowest compared entry with this formula, charge and spin: 68.5 kJ/mol
Kohn-Sham gap: 7.23 eV
LUMO level: -8.966 eV

These are the Löwdin partial charges, in e, on atoms 1 to 2: 1.0808, -0.1684



A molecular structure, C18H40N5OP3Tm in a non-equilibrium geometry, computed with ωB97M-V/def2-TZVPD.

```
! RIJCOSX wB97M-V def2-TZVPD def2/J DEFGRID3
* xyz 3 3
Tm -0.01 -0.37 0.11
P 0.56 -2.96 -1.04
P 2.59 -0.33 1.01
P -2.74 0.16 -0.10
H 1.44 4.34 0.50
C 0.40 4.57 0.77
C -0.10 4.26 1.99
H 0.50 3.73 2.72
C 1.86 -2.78 -2.37
C 1.41 -3.99 0.23
C -0.80 -3.91 -1.86
C 2.47 1.34 1.77
C 3.11 -1.34 2.42
C 4.09 -0.20 -0.01
C -2.94 1.87 0.56
C -4.04 -0.73 0.84
C -3.50 0.29 -1.76
H -0.16 5.20 0.07
H -1.10 4.61 2.30
H 1.99 -3.62 -3.06
H 2.85 -2.60 -1.93
H 1.63 -1.91 -3.01
H 1.41 -5.07 0.08
H 0.88 -3.77 1.16
H 2.44 -3.65 0.39
H -0.56 -4.75 -2.51
H -1.36 -3.20 -2.47
H -1.49 -4.29 -1.11
H 3.48 1.68 2.04
H 1.83 1.29 2.67
H 2.02 2.06 1.07
H 4.21 -1.28 2.55
H 2.82 -2.39 2.23
H 2.60 -1.00 3.33
H 4.98 -0.09 0.63
H 3.99 0.65 -0.69
H 4.18 -1.12 -0.61
H -3.66 2.42 -0.06
H -1.98 2.40 0.55
H -3.30 1.83 1.60
H -5.01 -0.59 0.34
H -4.09 -0.33 1.86
H -3.81 -1.80 0.87
H -4.32 1.02 -1.74
H -3.89 -0.68 -2.09
H -2.73 0.63 -2.47
C 0.27 1.36 -2.60
C 0.84 0.69 -3.70
C 0.37 0.97 -4.98
C -0.53 2.02 -5.20
C -1.00 2.76 -4.11
C -0.60 2.45 -2.81
O 0.48 0.96 -1.33
H -0.48 -2.33 0.13
H 1.60 -0.06 -3.48
H 0.73 0.37 -5.81
H -0.85 2.26 -6.21
H -1.68 3.60 -4.27
H -0.93 3.00 -1.93
N 0.10 0.27 5.64
N -0.60 -0.02 4.47
N -1.43 -1.09 4.52
C -1.51 -1.43 3.25
N -0.71 -0.67 2.44
N -0.06 0.18 3.26
H 0.50 1.19 5.59
H -0.50 0.14 6.44
H -2.17 -2.25 2.95
*
```

Results
HOMO energy (spin up / spin down): -15.980 / -15.904 eV
Kohn-Sham gap (spin up / spin down): 3.25 / 3.15 eV
LUMO level (spin up / spin down): -12.728 / -12.756 eV

These are the Löwdin partial charges, in e, on atoms 1 to 2: 0.9777, 0.8783